A 2-piece molecular cluster, C24H40F11N3O8P2S overall. Source: the Open Molecules 2025 dataset; level of theory: the ωB97M-V functional and the def2-TZVPD basis.

The charge is 0. As for the LUMO energy: -1.346 eV. The value obtained for the highest occupied orbital energy is -8.84 eV. The spin multiplicity is 1. The energy relative to the best compared isomer or geometry (same formula, charge and spin) comes out at 0.000 eV.

Each atom is followed by the atoms it is bonded to, with distances in Å.
Cartesian coordinates (Å):
1 C 0.42 5.01 2.16  C2 1.524, H42 1.094, H43 1.091, H44 1.093
2 C 0.95 4.15 1.03  C1 1.524, C3 1.541, H45 1.098, H46 1.091
3 C -0.11 3.17 0.47  C2 1.541, C4 1.533, C5 1.544, H47 1.092
4 C -0.99 3.92 -0.53  C3 1.533, H48 1.096, H49 1.091, H50 1.090
5 C 0.58 1.97 -0.22  C3 1.544, C6 1.543, N25 1.501, H51 1.095
6 C 0.07 1.39 -1.56  C5 1.543, C7 1.546, C9 1.606, H52 1.089
7 C 1.10 1.77 -2.65  C6 1.546, C8 1.527, H53 1.092, H54 1.083
8 C 0.58 1.91 -4.08  C7 1.527, H55 1.092, H56 1.094, H57 1.094
9 C -0.08 -0.18 -1.29  C6 1.606, C10 1.549, P18 1.834, C22 1.501
10 C 0.43 -1.09 -2.43  C9 1.549, C11 1.544, H58 1.090, H59 1.085
11 C -0.27 -2.43 -2.75  C10 1.544, N12 1.471, H60 1.095, H61 1.091
12 N 0.38 -3.57 -2.08  C11 1.471, C13 1.479, C15 1.451
13 C -0.58 -4.41 -1.35  N12 1.479, C14 1.534, H62 1.099, H63 1.090
14 C 0.10 -5.40 -0.39  C13 1.534, H64 1.092, H65 1.091, H66 1.091
15 C 1.11 -4.39 -3.03  N12 1.451, C16 1.496, O17 1.195
16 C 2.58 -4.44 -2.79  C15 1.496, H67 1.088, H68 1.092, H69 1.096
17 O 0.55 -4.96 -3.92  C15 1.195
18 P -1.84 -0.48 -0.87  C9 1.834, O19 1.469, O20 1.606, O21 1.593
19 O -2.04 -1.67 -0.03  P18 1.469
20 O -2.28 0.87 -0.12  P18 1.606, H70 0.966
21 O -2.64 -0.48 -2.25  P18 1.593, H71 0.963
22 C 0.60 -0.37 0.03  C9 1.501, P23 1.870, N25 1.289
23 P 1.14 -2.03 0.70  C22 1.870, N24 1.536, H72 1.394, H73 1.403
24 N 2.46 -2.62 0.17  P23 1.536, H74 1.014
25 N 0.82 0.75 0.63  C5 1.501, C22 1.289, C26 1.474
26 C 1.37 0.87 1.99  N25 1.474, C27 1.518, H75 1.085, H76 1.094
27 C 0.35 0.54 3.06  C26 1.518, O28 1.418, H77 1.094, H78 1.093
28 O -0.67 1.53 3.09  C27 1.418, C29 1.398
29 C -1.99 1.08 2.96  O28 1.398, C30 1.523, H79 1.096, H80 1.091
30 C -2.51 0.38 4.20  C29 1.523, F31 1.366, F32 1.345, C33 1.554
31 F -2.08 -0.92 4.24  C30 1.366
32 F -2.05 0.97 5.31  C30 1.345
33 C -4.06 0.36 4.32  C30 1.554, F34 1.346, F35 1.346, C36 1.552
34 F -4.39 -0.45 5.34  C33 1.346
35 F -4.46 1.62 4.61  C33 1.346
36 C -4.87 -0.10 3.08  C33 1.552, F37 1.356, F38 1.342, C39 1.551
37 F -4.63 0.77 2.07  C36 1.356
38 F -6.17 0.00 3.41  C36 1.342
39 C -4.60 -1.55 2.59  C36 1.551, F40 1.344, F41 1.350, H81 1.091
40 F -5.35 -2.39 3.31  C39 1.344
41 F -4.97 -1.62 1.30  C39 1.350
42 H -0.41 5.65 1.83  C1 1.094
43 H 1.20 5.68 2.54  C1 1.091
44 H 0.07 4.40 3.00  C1 1.093
45 H 1.24 4.80 0.19  C2 1.098
46 H 1.87 3.64 1.32  C2 1.091
47 H -0.75 2.84 1.29  C3 1.092
48 H -0.41 4.20 -1.42  C4 1.096
49 H -1.35 4.85 -0.09  C4 1.091
50 H -1.83 3.33 -0.87  C4 1.090
51 H 1.60 2.29 -0.42  C5 1.095
52 H -0.91 1.73 -1.87  C6 1.089
53 H 1.54 2.73 -2.37  C7 1.092
54 H 1.87 1.02 -2.55  C7 1.083
55 H 1.42 1.86 -4.78  C8 1.092
56 H 0.09 2.87 -4.23  C8 1.094
57 H -0.12 1.12 -4.36  C8 1.094
58 H 1.47 -1.31 -2.21  C10 1.090
59 H 0.44 -0.51 -3.34  C10 1.085
60 H -0.22 -2.55 -3.84  C11 1.095
61 H -1.33 -2.45 -2.51  C11 1.091
62 H -1.22 -4.95 -2.06  C13 1.099
63 H -1.25 -3.74 -0.80  C13 1.090
64 H -0.21 -5.23 0.64  C14 1.092
65 H -0.13 -6.43 -0.64  C14 1.091
66 H 1.18 -5.27 -0.41  C14 1.091
67 H 2.83 -4.30 -1.74  C16 1.088
68 H 2.98 -5.38 -3.18  C16 1.092
69 H 3.04 -3.63 -3.37  C16 1.096
70 H -3.17 1.19 -0.34  O20 0.966
71 H -3.03 0.35 -2.54  O21 0.963
72 H -0.04 -2.76 0.53  P23 1.394
73 H 1.14 -1.81 2.08  P23 1.403
74 H 3.02 -2.07 -0.47  N24 1.014
75 H 1.75 1.87 2.12  C26 1.085
76 H 2.23 0.19 2.06  C26 1.094
77 H 0.85 0.52 4.03  C27 1.094
78 H -0.09 -0.45 2.89  C27 1.093
79 H -2.11 0.41 2.10  C29 1.096
80 H -2.60 1.97 2.79  C29 1.091
81 H -3.55 -1.83 2.67  C39 1.091
82 C 5.93 1.14 -1.45  F83 1.338, F84 1.335, F85 1.336, S86 1.835
83 F 5.88 1.81 -2.61  C82 1.338
84 F 6.62 0.02 -1.65  C82 1.335
85 F 6.57 1.89 -0.55  C82 1.336
86 S 4.23 0.75 -0.87  C82 1.835, O87 1.456, O88 1.454, O89 1.444
87 O 3.69 -0.06 -1.95  S86 1.456
88 O 3.61 2.06 -0.73  S86 1.454
89 O 4.44 0.04 0.37  S86 1.444

Here are the Mulliken charges for atoms 1 to 6, given in e: -1.48 -0.58 1.40 -1.56 -0.43 -0.49